Record 1
Below is 4 unconnected molecules or ions with the total composition C24H60ClN3O3 at a distorted geometry, with properties calculated with the ωB97M-V functional and the def2-TZVPD basis.

HOMO-LUMO gap, eV: 9.0
Molar mass, g mol⁻¹: 474.22

ORCA input file:
```
! wB97M-V def2-TZVPD RIJCOSX def2/J DEFGRID3
* xyz 2 1
C -13.759 -10.701 18.148
C -14.401 -10.899 16.794
N -15.690 -10.082 16.557
C -16.759 -10.758 17.350
C -15.556 -8.682 17.108
C -14.373 -7.882 16.571
C -15.939 -10.033 15.063
C -16.765 -11.177 14.536
O -16.066 -12.394 14.691
C -16.705 -13.504 14.085
H -13.523 -9.660 18.357
H -12.871 -11.314 18.278
H -14.412 -10.980 18.979
H -14.631 -11.936 16.557
H -13.771 -10.602 15.957
H -17.680 -10.185 17.401
H -16.397 -10.917 18.363
H -16.894 -11.759 16.948
H -15.592 -8.748 18.194
H -16.507 -8.180 16.913
H -13.998 -7.240 17.364
H -14.657 -7.329 15.678
H -13.529 -8.502 16.267
H -15.011 -9.782 14.565
H -16.651 -9.206 14.940
H -16.938 -10.996 13.468
H -17.746 -11.200 15.018
H -17.206 -13.342 13.124
H -17.477 -13.950 14.721
H -15.915 -14.232 13.904
C -15.397 -15.596 10.895
C -15.034 -16.728 9.954
N -16.012 -16.903 8.814
C -16.084 -15.619 8.037
C -15.472 -17.923 7.860
C -15.346 -19.330 8.415
C -17.404 -17.241 9.305
C -18.357 -17.856 8.311
O -18.686 -16.933 7.301
C -19.360 -17.526 6.196
H -14.600 -14.852 10.890
H -15.515 -15.918 11.927
H -16.326 -15.112 10.611
H -15.077 -17.679 10.488
H -14.049 -16.671 9.499
H -16.724 -15.760 7.172
H -15.095 -15.357 7.657
H -16.442 -14.815 8.674
H -14.478 -17.623 7.523
H -16.066 -17.915 6.947
H -15.073 -20.024 7.620
H -16.268 -19.716 8.850
H -14.553 -19.436 9.156
H -17.785 -16.356 9.824
H -17.213 -17.950 10.116
H -19.223 -18.202 8.893
H -17.968 -18.792 7.896
H -19.223 -16.840 5.364
H -20.439 -17.595 6.398
H -19.060 -18.555 5.989
C -22.800 -12.112 6.118
C -22.186 -13.488 6.371
N -21.098 -13.501 7.424
C -21.537 -12.959 8.731
C -20.611 -14.906 7.644
C -21.563 -15.880 8.326
C -19.848 -12.720 7.028
C -19.019 -13.184 5.835
O -19.854 -13.356 4.719
C -19.198 -13.665 3.497
H -22.145 -11.464 5.546
H -23.261 -11.692 7.006
H -23.642 -12.375 5.469
H -21.781 -13.932 5.473
H -22.944 -14.158 6.778
H -20.699 -12.972 9.422
H -22.418 -13.499 9.062
H -21.810 -11.914 8.589
H -19.714 -14.864 8.265
H -20.328 -15.317 6.677
H -21.808 -15.643 9.359
H -21.077 -16.853 8.289
H -22.517 -15.960 7.798
H -19.239 -12.744 7.932
H -20.199 -11.704 6.844
H -18.531 -14.139 6.066
H -18.271 -12.412 5.636
H -19.908 -14.150 2.831
H -18.335 -14.300 3.712
H -18.895 -12.744 2.991
Cl -18.657 -13.995 10.781
*
```

Now the Löwdin charges, all in e:
1. C -0.05
2. C -0.15
3. N -0.26
4. C 0.02
5. C -0.18
6. C -0.04
7. C -0.07
8. C -0.21
9. O -0.20
10. C -0.09
11. H 0.08
12. H 0.10
13. H 0.08
14. H 0.13
15. H 0.12
16. H 0.12
17. H 0.10
18. H 0.11
19. H 0.13
20. H 0.13
21. H 0.10
22. H 0.09
23. H 0.08
24. H 0.14
25. H 0.15
26. H 0.15
27. H 0.13
28. H 0.02
29. H 0.10
30. H 0.08
31. C -0.07
32. C -0.15
33. N -0.27
34. C 0.02
35. C -0.18
36. C -0.05
37. C -0.08
38. C -0.20
39. O -0.23
40. C -0.07
41. H 0.09
42. H 0.08
43. H -0.03
44. H 0.12
45. H 0.14
46. H 0.09
47. H 0.12
48. H 0.08
49. H 0.14
50. H 0.13
51. H 0.10
52. H 0.08
53. H 0.09
54. H 0.06
55. H 0.15
56. H 0.14
57. H 0.12
58. H 0.10
59. H 0.09
60. H 0.10
61. C -0.04
62. C -0.15
63. N -0.26
64. C -0.01
65. C -0.20
66. C -0.04
67. C -0.07
68. C -0.19
69. O -0.22
70. C -0.06
71. H 0.08
72. H 0.08
73. H 0.10
74. H 0.12
75. H 0.12
76. H 0.03
77. H 0.11
78. H 0.10
79. H 0.08
80. H 0.10
81. H 0.09
82. H 0.06
83. H 0.09
84. H 0.11
85. H 0.14
86. H 0.11
87. H 0.14
88. H 0.10
89. H 0.09
90. H 0.10
91. Cl -0.32



Record 2
Below is a molecular structure, C8H12F12NaO6P2 at a distorted geometry, with properties calculated with the ωB97M-V functional and the def2-TZVPD basis.

HOMO-LUMO gap, eV: 7.8
Molar mass, g mol⁻¹: 517.09

ORCA input file:
```
! wB97M-V def2-TZVPD RIJCOSX def2/J DEFGRID3
* xyz -1 1
Na -7.319 -20.955 16.472
P -1.871 -20.270 15.353
F -1.143 -19.687 14.019
F -0.873 -19.570 16.396
F -2.772 -18.897 15.256
F -2.836 -20.889 16.541
F -3.109 -20.879 14.445
F -0.922 -21.573 15.293
P -8.239 -26.087 13.396
F -8.925 -27.129 12.344
F -7.537 -27.293 14.294
F -6.928 -26.124 12.389
F -7.397 -25.013 14.218
F -8.767 -24.937 12.494
F -9.468 -26.184 14.460
C -6.332 -15.255 9.848
C -7.007 -16.548 10.095
C -5.965 -17.597 10.527
O -6.534 -18.345 11.607
C -7.495 -17.602 12.151
O -8.066 -17.736 13.221
O -7.782 -16.529 11.283
H -5.684 -15.272 8.972
H -5.685 -15.069 10.705
H -7.066 -14.491 9.595
H -7.555 -16.976 9.256
H -4.963 -17.218 10.727
H -5.743 -18.267 9.697
C -3.520 -23.158 24.350
C -4.850 -23.716 23.769
C -6.130 -23.244 24.443
O -6.870 -22.884 23.330
C -6.027 -22.681 22.270
O -6.469 -22.223 21.250
O -4.837 -23.049 22.536
H -3.285 -23.785 25.211
H -3.637 -22.112 24.631
H -2.612 -23.327 23.771
H -4.852 -24.769 23.486
H -6.200 -22.288 24.962
H -6.652 -24.000 25.030
*
```

Now the Löwdin charges, all in e:
1. Na 0.96
2. P 0.18
3. F -0.19
4. F -0.16
5. F -0.22
6. F -0.22
7. F -0.23
8. F -0.16
9. P 0.12
10. F -0.19
11. F -0.21
12. F -0.22
13. F -0.18
14. F -0.14
15. F -0.18
16. C -0.03
17. C -0.35
18. C -0.09
19. O 0.10
20. C -0.49
21. O 0.12
22. O 0.05
23. H 0.09
24. H 0.10
25. H 0.09
26. H 0.15
27. H 0.14
28. H 0.13
29. C -0.01
30. C -0.27
31. C -0.12
32. O 0.05
33. C -0.60
34. O 0.14
35. O 0.11
36. H 0.08
37. H 0.09
38. H 0.09
39. H 0.17
40. H 0.14
41. H 0.14



Record 3
Below is 15 unconnected molecules or ions with the total composition C29H59Cl10N7O20 at a distorted geometry, with properties calculated with the ωB97M-V functional and the def2-TZVPD basis.

HOMO-LUMO gap, eV: 9.8
Molar mass, g mol⁻¹: 1180.35

ORCA input file:
```
! wB97M-V def2-TZVPD RIJCOSX def2/J DEFGRID3
* xyz 0 1
C 12.453 14.167 18.570
N 13.891 13.708 18.790
O 14.320 13.848 19.922
O 14.473 13.116 17.868
H 11.841 13.583 19.247
H 12.155 13.999 17.587
H 12.422 15.210 18.853
C 10.830 11.029 11.818
N 11.334 12.271 11.167
O 12.441 12.768 11.464
O 10.581 12.701 10.300
H 11.690 10.402 12.109
H 10.190 10.546 11.137
H 10.197 11.233 12.704
C 11.649 18.507 10.544
N 12.642 17.514 11.059
O 12.263 16.436 11.383
O 13.796 17.835 11.069
H 11.581 18.322 9.474
H 11.959 19.502 10.682
H 10.678 18.125 10.855
C 19.660 11.897 9.365
N 20.386 13.246 9.509
O 19.852 14.249 9.082
O 21.520 13.224 9.992
H 18.664 11.998 8.833
H 19.446 11.675 10.385
H 20.398 11.200 8.948
C 8.700 14.503 12.197
N 9.191 15.737 12.856
O 9.801 15.674 13.940
O 9.041 16.770 12.264
H 7.928 14.787 11.407
H 8.285 13.772 12.880
H 9.604 14.098 11.649
C 12.252 6.604 13.127
N 11.020 7.471 13.172
O 10.756 7.819 14.303
O 10.392 7.764 12.170
H 12.975 6.996 13.918
H 12.600 6.508 12.107
H 11.886 5.571 13.468
C 15.668 9.771 11.245
N 14.212 9.706 11.109
O 13.722 10.058 10.036
O 13.547 9.178 11.977
H 16.017 10.698 10.858
H 16.069 8.946 10.654
H 15.966 9.537 12.235
O 16.816 12.907 12.308
C 17.103 14.061 12.144
O 18.217 14.575 12.630
C 18.428 15.913 12.144
C 17.008 16.449 11.764
C 16.281 15.132 11.424
H 19.163 15.878 11.369
H 18.967 16.415 12.994
H 16.961 17.098 10.915
H 16.545 16.863 12.660
H 16.266 14.838 10.338
H 15.244 14.880 11.792
O 10.575 12.894 14.505
C 11.755 13.087 14.294
O 12.621 12.051 14.180
C 14.004 12.536 13.884
C 13.974 14.022 14.188
C 12.490 14.373 14.108
H 14.216 12.267 12.797
H 14.684 11.971 14.530
H 14.609 14.578 13.550
H 14.258 14.224 15.327
H 12.171 14.749 13.168
H 12.269 15.171 14.770
O 18.138 16.504 16.097
C 18.187 15.291 15.981
O 17.113 14.549 15.568
C 17.446 13.120 15.473
C 18.944 13.118 15.376
C 19.306 14.301 16.150
H 16.908 12.849 14.614
H 16.952 12.586 16.351
H 19.264 13.091 14.361
H 19.429 12.227 15.776
H 20.346 14.712 16.071
H 19.139 14.026 17.203
Cl 15.532 13.449 8.329
C 13.761 13.370 8.534
C 13.241 14.712 9.015
Cl 12.968 15.985 7.754
H 13.367 12.646 9.200
H 13.324 13.138 7.531
H 13.900 15.236 9.622
H 12.216 14.727 9.440
Cl 14.485 16.829 15.960
C 13.817 18.430 15.980
C 13.570 19.099 14.614
Cl 12.059 18.454 14.012
H 14.534 19.057 16.392
H 12.896 18.463 16.609
H 14.394 19.021 13.887
H 13.325 20.149 14.902
Cl 15.625 9.118 14.920
C 14.408 9.812 16.173
C 14.586 9.068 17.518
Cl 12.975 8.909 18.389
H 13.387 9.518 15.761
H 14.597 10.897 16.160
H 15.194 9.467 18.287
H 14.893 8.054 17.403
Cl 9.783 11.340 17.863
C 8.439 11.383 16.673
C 8.157 12.826 16.285
Cl 6.747 12.730 15.236
H 7.596 10.958 17.263
H 8.737 10.834 15.802
H 8.937 13.353 15.811
H 7.829 13.410 17.130
Cl 20.060 10.531 12.901
C 21.605 10.479 13.841
C 22.669 11.199 12.988
Cl 24.318 10.825 13.521
H 21.872 9.442 14.064
H 21.558 11.045 14.682
H 22.576 12.309 13.015
H 22.535 10.864 11.941
*
```

Atomic partial charges in e from the Löwdin method, atoms 1 to 99:
1. C 0.07
2. N -0.40
3. O 0.07
4. O 0.02
5. H 0.09
6. H 0.06
7. H 0.10
8. C 0.05
9. N -0.35
10. O 0.04
11. O 0.05
12. H 0.07
13. H 0.08
14. H 0.11
15. C 0.04
16. N -0.48
17. O 0.03
18. O 0.05
19. H 0.09
20. H 0.08
21. H 0.08
22. C 0.06
23. N -0.42
24. O 0.06
25. O 0.04
26. H 0.11
27. H 0.02
28. H 0.10
29. C 0.05
30. N -0.41
31. O 0.03
32. O 0.05
33. H 0.13
34. H 0.06
35. H 0.09
36. C 0.02
37. N -0.45
38. O 0.05
39. O 0.06
40. H 0.11
41. H 0.08
42. H 0.12
43. C 0.05
44. N -0.40
45. O 0.06
46. O 0.04
47. H 0.08
48. H 0.11
49. H 0.03
50. O 0.08
51. C -0.51
52. O 0.01
53. C -0.10
54. C -0.09
55. C -0.08
56. H 0.10
57. H 0.14
58. H 0.11
59. H 0.11
60. H 0.07
61. H 0.12
62. O 0.06
63. C -0.47
64. O 0.00
65. C -0.12
66. C -0.15
67. C -0.10
68. H 0.12
69. H 0.07
70. H 0.07
71. H 0.11
72. H 0.08
73. H 0.08
74. O 0.08
75. C -0.46
76. O -0.03
77. C -0.12
78. C -0.19
79. C -0.09
80. H 0.07
81. H 0.15
82. H 0.08
83. H 0.12
84. H 0.15
85. H 0.14
86. Cl 0.60
87. C -0.60
88. C -0.64
89. Cl 0.53
90. H 0.03
91. H 0.09
92. H -0.01
93. H 0.05
94. Cl 0.67
95. C -0.71
96. C -0.63
97. Cl 0.64
98. H 0.04
99. H 0.08



Relative energy (zero: lowest compared OMol25 entry of this formula, charge and spin) for the records above, in order: 0.192; 5.056; 0.444 eV